22
Properties=species:S:1:pos:R:3 method="wB97M-V/def2-TZVPD" orbital_gap_ev="7.074 / 7.072" de_lowest_kcal_mol=157.4 homo_energy_ev="-6.74 / -6.74" lumo_ha="0.0123 / 0.0123"
O 1.14839 2.51201 0.53932
O 0.36464 -1.02783 -1.43702
O -1.02994 -2.96511 0.32948
C -0.14715 -0.17909 -0.54024
C 0.30351 -0.29221 0.75413
C -1.14150 0.82765 -1.00781
C 1.66781 1.34499 0.04297
C 2.89489 1.21996 -0.45878
C -1.31442 -1.71079 0.78207
C -2.36135 -1.45321 1.55870
H -2.53738 -0.44728 1.91747
H -0.68565 1.43853 -1.78990
H -0.08609 0.36042 1.51428
H 1.08202 -0.99653 0.99704
H 3.60785 2.04949 -0.49778
H -2.02291 0.31990 -1.40310
H 1.80022 3.23476 0.48863
H 3.23680 0.26711 -0.84255
H -1.43523 1.48289 -0.19343
H -3.05859 -2.22802 1.87010
H -0.30335 -2.91208 -0.30383
H 0.01743 -0.84556 -2.31979

---

70
Properties=species:S:1:pos:R:3 method="wB97M-V/def2-TZVPD" smiles="O=C1OC[C@@H](F)O1.O=C1OC[C@@H](F)O1.O=C1OC[C@@H](F)O1.O=C1OC[C@@H](F)O1.O=C1OC[C@@H](F)O1.O=C1OC[C@@H](F)O1.O=C1OC[C@@H](F)O1" orbital_gap_ev=11.094 de_lowest_kcal_mol=25.3 homo_energy_ev=-10.98 lumo_ha=0.0043
F -12.25633 14.48344 3.52867
F -15.95470 8.75135 4.03733
F -21.00761 13.04817 -2.59697
F -15.56021 10.43903 -5.41146
F -19.89231 14.22961 2.23731
F -16.72735 8.29421 -2.84090
F -16.15299 11.69603 3.18704
O -16.54073 12.98142 -0.45892
O -17.45541 11.66812 -5.46484
O -13.89078 12.88022 5.40956
O -13.95708 6.72269 2.77648
O -13.17640 10.85480 4.67048
O -16.67019 10.80163 0.48141
O -17.38743 12.63945 1.55116
O -22.57853 11.08124 0.63502
O -17.32841 15.61449 1.05624
O -22.32700 10.45499 -1.50804
O -14.96141 4.91247 3.63404
O -19.84628 8.82498 -0.14598
O -18.44471 15.84942 2.90289
O -20.87557 11.92753 -0.60140
O -16.25614 15.90345 3.00077
O -19.59278 7.61284 -1.97390
O -17.75345 10.84495 -3.37334
O -17.77616 8.08105 -0.77741
O -19.48339 10.93526 -4.81784
O -13.33708 12.52628 3.21297
O -14.94621 6.84210 4.72920
C -13.50080 13.94838 3.35881
C -17.34008 7.43833 -1.97373
C -21.27197 10.64962 -2.50629
C -16.19073 11.50618 -4.79996
C -13.43404 11.97708 4.48399
C -18.29879 11.09874 -4.60862
C -14.65483 6.03686 3.62790
C -17.23961 15.84419 2.33845
C -16.79209 12.17962 0.44228
C -18.55455 6.97615 -2.70313
C -19.10679 8.22630 -0.89528
C -16.38105 11.25270 -3.35585
C -13.81775 8.10411 3.20594
C -18.70623 15.51271 0.64605
C -19.46763 15.49167 2.04618
C -17.37431 11.56377 2.50602
C -14.26446 14.02032 4.66566
C -17.32151 10.35077 1.63456
C -20.51140 11.87899 -1.96698
C -22.02198 11.11290 -0.42413
C -14.73951 8.17805 4.40581
H -14.00278 14.97179 5.21387
H -16.69652 6.63658 -1.64267
H -21.67445 10.76213 -3.49330
H -16.70484 9.67594 2.16153
H -18.91900 16.41442 0.05692
H -18.30899 9.97555 1.45039
H -14.00787 8.78978 2.36070
H -19.43823 11.71655 -2.10063
H -15.67713 10.56816 -2.87195
H -18.79367 5.97519 -2.56067
H -15.35786 13.98794 4.45639
H -16.22551 12.17883 -2.84256
H -20.65735 9.75554 -2.44030
H -20.23848 16.25871 2.05714
H -14.36883 8.78704 5.24680
H -15.57950 12.33617 -5.16914
H -18.91210 14.55421 0.06588
H -18.48145 7.38393 -3.69018
H -18.23566 11.55652 3.21610
H -12.83852 8.33177 3.45131
H -13.94855 14.36992 2.44492

---

94
Properties=species:S:1:pos:R:3 method="wB97M-V/def2-TZVPD" spin_multiplicity=8 orbital_gap_ev="5.443 / 5.338" charge=-1 homo_energy_ev="-3.36 / -3.29" lumo_ha="0.0765 / 0.0753"
Gd 0.67592 0.69728 0.55780
S 2.06182 1.62563 -2.39850
S 2.09697 3.18043 0.35831
S -1.10918 2.55683 -0.50456
Si -1.47438 -1.37683 0.80738
O 4.21605 0.31948 3.31564
N 0.29381 0.88377 -4.20690
N 2.12904 -1.17128 -0.83042
N 0.98014 1.75403 2.94668
N 2.51137 0.57533 -4.78054
N 2.69799 -0.02403 1.62684
C 0.78419 4.31687 0.58755
C 3.33218 -1.41921 -0.31328
C 0.78989 -0.32873 -6.23883
C 2.75322 -2.32964 -2.83004
C -1.53976 5.00738 0.57239
C -1.94825 -1.20683 -2.01247
C -0.14768 0.66539 -5.57039
C -2.70491 0.55004 2.52626
C -0.56933 4.04411 0.27643
C 3.65962 -0.94919 1.07261
C -1.21344 6.23479 1.12711
C 1.59869 1.00466 -3.87573
C 2.21911 0.18763 -6.14856
C 4.01205 -2.58612 -2.29810
C -2.76168 -1.35971 -0.71506
C 0.82982 3.81292 4.15850
C 2.89711 2.63437 4.06616
C 0.45184 -3.22826 1.85931
C 0.11860 6.52389 1.39382
C -3.66781 -0.12334 -0.62969
C 2.17055 3.72729 4.50044
C -3.67028 -2.58485 -0.85509
C 1.85832 -1.61994 -2.06052
C -1.64803 -1.34215 3.68360
C 0.28408 2.80011 3.39344
C 4.30055 -2.12502 -1.03132
C -3.86588 -1.64892 2.60266
C 2.27769 1.67829 3.27524
C -0.81495 -3.24827 0.98652
C 1.08995 5.57437 1.12911
C -0.38230 -3.77424 -0.38844
C -2.49918 -0.97246 2.46031
C 3.15153 0.56689 2.73140
C -1.80168 -4.25618 1.58308
H -1.37190 -5.26623 1.54490
H -0.15556 1.60606 -6.13571
H -2.10818 -0.93541 4.59259
H 3.46441 0.74573 -4.50835
H -2.57206 4.77019 0.34359
H -4.39107 -0.20790 0.18235
H 2.13139 5.78167 1.34495
H 0.71434 -1.28683 -5.71970
H -1.16519 0.27613 -5.55102
H 0.86753 -1.39001 -2.43771
H 1.16587 -2.47783 1.50501
H -4.35610 -2.43709 -1.69987
H 2.64335 4.50741 5.08406
H 3.76005 -1.83455 1.71845
H 2.92212 -0.59461 -6.44292
H -0.34130 1.29756 -3.53894
H -2.62507 -1.13603 -2.87474
H 0.23144 -3.00358 2.90231
H -0.76164 2.84144 3.11006
H -0.63851 -0.92589 3.60555
H -1.28276 -2.05492 -2.18567
H 4.75502 -3.13151 -2.86706
H -3.09099 0.79197 -0.49261
H 0.40112 7.48397 1.81254
H -2.74527 -4.27642 1.03626
H 0.15710 -4.72344 -0.27495
H -3.13315 0.83048 3.49764
H 2.47901 -2.66592 -3.82092
H -2.01862 -4.03481 2.62915
H 2.35457 1.03213 -6.83561
H 4.65701 -0.49362 1.05968
H 0.94680 -4.20789 1.82975
H -1.75317 1.07602 2.41968
H 0.51322 -0.47182 -7.28316
H -4.27668 -2.74255 0.03863
H 5.26812 -2.31173 -0.58340
H -1.56794 -2.42208 3.81513
H -4.55935 -1.31446 1.82972
H 3.94381 2.50184 4.29607
H -1.34620 -0.29155 -1.98085
H -3.36967 0.91683 1.74624
H -1.99197 6.95809 1.34218
H -1.23839 -3.95960 -1.03917
H -3.10716 -3.49954 -1.04869
H -4.30784 -1.39274 3.57440
H -4.23835 -0.02224 -1.56277
H -3.79280 -2.73576 2.54354
H 0.28614 -3.07125 -0.88461
H 0.22108 4.65569 4.45386

---

| no. | energy (eV) |
| --- | --- |
| 1 | -13589.24934 |
| 2 | -84138.08572 |
| 3 | -106774.93946 |